Record 1
The following is a DFT calculation (the ωB97M-V functional and the def2-TZVPD basis) of a cluster of 2 separate species, C6H10N5O in total at a distorted geometry.

- Frontier orbital gap: 9.143 eV
- Total charge: +1
- ΔE to the lowest compared entry with this formula, charge and spin: 1.783 eV

Atoms and positions in Å:
C  0.60121  1.55822  -0.22980
H  -0.62075  -2.36669  -1.04628
C  3.16898  -1.20574  0.28952
C  -1.56698  -0.59369  -0.77330
H  5.12611  -0.80117  1.00430
O  2.17399  -1.44470  -0.27216
N  -0.12296  0.64694  0.69892
N  1.94144  3.58252  0.32995
C  1.45374  2.53963  0.05522
H  -2.54381  -1.20767  -0.73053
C  -1.49529  0.54786  0.29682
H  -0.48892  -1.75399  0.57288
C  0.65003  1.08582  -1.54982
N  -0.42333  -1.56527  -0.50501
H  -2.25126  0.36053  1.19664
H  0.54903  -1.21852  -0.81930
H  2.90511  3.81940  0.49104
H  -1.55201  -0.15290  -1.79929
H  -0.01115  0.83088  1.68442
N  4.16600  -0.76947  0.82392
N  0.78642  0.41121  -2.49190
H  -1.79592  1.46056  -0.20153

Atoms 1-6, force components in eV/Å:
0.0 -0.6 1.2
-0.2 -1.6 -0.5
3.7 1.8 1.0
-1.9 -0.4 -0.2
1.1 -0.4 0.1
-0.2 -0.6 0.1

Mulliken population analysis, charges in e, atoms 1 to 4:
1. C 0.064
2. H 0.358
3. C 0.496
4. C -0.754

Record 2
The following is a DFT calculation (the ωB97M-V functional and the def2-TZVPD basis) of a cluster of 3 separate species, C2H10O3 in total at a distorted geometry.

- Frontier orbital gap: 10.826 eV
- SMILES: CCO.O.O
- Total charge: 0
- ΔE to the lowest compared entry with this formula, charge and spin: 1.362 eV

Atoms and positions in Å:
H  1.27771  2.24670  -2.66121
O  0.98362  1.33402  -2.67109
H  -2.16540  -1.37110  0.11559
H  -1.10465  -0.96152  -1.43571
H  0.29466  1.11695  2.81048
H  1.77408  -1.06610  0.01323
H  1.14711  1.15047  -1.66346
O  -0.22699  1.44604  2.13007
H  -0.10876  -2.32040  0.53301
C  -1.32067  -0.69966  -0.30077
C  -0.19091  -1.22530  0.49188
H  -0.22231  -0.90397  1.60913
O  0.96972  -0.66888  -0.05631
H  -1.46316  0.49829  -0.33229
H  0.35594  1.42445  1.41744

Atoms 1-6, force components in eV/Å:
0.0 0.4 -0.6
0.6 -0.3 3.3
0.5 1.8 -1.1
-0.7 0.3 2.3
1.2 -0.9 2.3
3.0 -2.3 0.8

Mulliken population analysis, charges in e, atoms 1 to 4:
1. H 0.315
2. O -0.620
3. H 0.290
4. H 0.232

Number 1: LUMO -3.017 eV, E_HOMO -12.16 eV. Number 2: LUMO 0.486 eV, E_HOMO -10.34 eV.